# 1
This record from the OMol25 dataset describes 7 unconnected molecules or ions with the total composition C30H50ClFIO11PS7. The level of theory is ωB97M-V/def2-TZVPD.

Last column: Löwdin charge in e.
CARTESIAN COORDINATES (ANGSTROEM)
O: 2.792 0.061 1.735  0.099
C: 2.172 0.101 0.701  -0.285
C: 0.836 0.898 0.517  -0.056
C: -0.193 0.938 1.538  0.085
C: -1.406 1.690 1.203  -0.162
F: -2.389 1.735 2.162  0.041
C: -1.618 2.374 -0.061  -0.121
C: -2.932 3.135 -0.426  -0.123
C: -4.142 2.112 -0.550  -0.190
C: -3.861 0.933 -1.548  -0.196
C: -5.212 0.185 -1.931  -0.258
S: -5.804 -0.945 -0.623  0.391
O: -5.321 -2.314 -0.784  -0.356
O: -5.501 -0.500 0.731  -0.359
Cl: -7.892 -0.980 -0.764  0.379
C: -0.542 2.357 -1.066  0.046
C: 0.671 1.616 -0.761  -0.058
C: 1.869 1.536 -1.765  -0.362
O: 2.270 2.504 -2.367  0.026
C: 2.515 0.118 -1.872  -0.087
C: 2.667 -0.616 -0.600  -0.054
C: 3.228 -1.957 -0.612  0.026
C: 3.614 -2.515 -1.915  -0.045
C: 3.478 -1.785 -3.171  -0.052
C: 2.899 -0.422 -3.169  -0.346
P: 2.717 0.417 -4.824  0.543
O: 2.618 -0.909 -5.902  -0.423
I: 0.535 1.527 -5.046  0.426
H: -0.044 0.413 2.507  0.132
H: -2.798 3.569 -1.457  0.116
H: -3.208 3.935 0.304  0.127
H: -4.368 1.703 0.468  0.105
H: -5.025 2.686 -0.959  0.108
H: -3.434 1.270 -2.538  0.128
H: -3.146 0.158 -1.154  0.127
H: -6.020 0.941 -2.114  0.086
H: -5.121 -0.415 -2.876  0.116
H: -0.613 2.876 -2.051  0.106
H: 3.325 -2.543 0.334  0.114
H: 4.026 -3.552 -1.933  0.066
H: 3.798 -2.217 -4.140  0.089
H: 1.667 -1.146 -5.906  0.019
C: 7.108 -5.520 1.289  -0.266
S: 6.112 -4.149 0.675  0.795
O: 4.947 -4.736 -0.052  -0.557
C: 7.295 -3.591 -0.561  -0.264
H: 6.538 -6.042 2.057  0.049
H: 7.336 -6.209 0.475  0.055
H: 8.031 -5.133 1.724  0.051
H: 7.511 -4.401 -1.260  0.056
H: 8.211 -3.265 -0.068  0.046
H: 6.858 -2.751 -1.100  0.050
C: -8.109 2.143 0.066  -0.306
S: -8.342 3.885 -0.328  0.811
O: -7.056 4.585 -0.040  -0.564
C: -9.465 4.233 1.034  -0.270
H: -7.402 1.723 -0.644  -0.020
H: -7.711 2.039 1.077  0.069
H: -9.061 1.619 -0.019  0.042
H: -8.983 3.997 1.983  0.051
H: -10.374 3.640 0.917  0.048
H: -9.720 5.292 1.010  0.050
C: 9.200 -0.833 3.210  -0.270
S: 7.537 -1.067 2.552  0.780
O: 7.588 -0.764 1.092  -0.556
C: 6.803 0.357 3.374  -0.254
H: 9.846 -1.604 2.790  0.045
H: 9.577 0.150 2.927  0.059
H: 9.179 -0.931 4.296  0.052
H: 7.328 1.268 3.082  0.056
H: 6.858 0.221 4.455  0.055
H: 5.759 0.428 3.071  0.045
C: 4.453 3.250 0.599  -0.265
S: 5.275 4.597 1.466  0.810
O: 6.219 3.987 2.446  -0.564
C: 3.823 5.144 2.383  -0.272
H: 5.192 2.734 -0.014  0.059
H: 4.028 2.548 1.319  0.045
H: 3.668 3.652 -0.044  0.048
H: 3.437 4.324 2.990  0.057
H: 3.059 5.487 1.684  0.052
H: 4.117 5.969 3.031  0.047
C: -9.695 1.320 4.791  -0.269
S: -11.369 1.146 4.147  0.806
O: -11.327 1.488 2.696  -0.566
C: -12.057 2.567 5.016  -0.273
H: -9.074 0.545 4.344  0.052
H: -9.296 2.301 4.531  0.052
H: -9.706 1.193 5.875  0.053
H: -11.511 3.471 4.742  0.056
H: -11.993 2.401 6.093  0.053
H: -13.102 2.673 4.728  0.050
C: 2.280 -6.551 -5.426  -0.271
S: 3.247 -6.298 -3.926  0.834
O: 3.219 -4.840 -3.619  -0.550
C: 4.849 -6.661 -4.668  -0.267
H: 1.236 -6.337 -5.199  0.050
H: 2.627 -5.877 -6.211  0.057
H: 2.374 -7.588 -5.750  0.052
H: 5.036 -5.981 -5.500  0.058
H: 4.863 -7.695 -5.016  0.052
H: 5.618 -6.525 -3.908  0.047

Computed properties:
Relative energy (zero: lowest compared OMol25 entry of this formula, charge and spin) in eV: 2.659

# 2
This record from the OMol25 dataset describes 3 unconnected molecules or ions with the total composition C30H50F8IO11P3. The level of theory is ωB97M-V/def2-TZVPD.

Last column: Löwdin charge in e.
CARTESIAN COORDINATES (ANGSTROEM)
C: 0.352 -5.340 -1.855  -0.282
P: 0.921 -3.835 -2.711  0.929
C: 1.997 -2.845 -1.631  -0.285
C: -0.441 -2.852 -3.333  -0.312
C: -0.448 -1.509 -3.333  -0.009
C: -1.549 -0.726 -3.912  -0.339
O: -1.335 0.429 -4.199  0.104
C: -2.865 -1.383 -4.149  -0.069
C: -4.133 -0.599 -4.422  -0.147
C: -4.184 0.811 -3.830  -0.322
C: -4.442 0.815 -2.320  -0.599
I: -6.522 0.373 -1.946  0.792
C: -2.885 -2.726 -4.147  -0.092
C: -4.103 -3.562 -4.409  -0.092
C: -4.544 -4.360 -3.173  -0.160
O: -5.907 -4.736 -3.372  -0.108
C: -6.662 -4.624 -2.199  -0.106
C: -7.963 -5.430 -2.332  -0.407
F: -8.287 -6.045 -1.169  0.127
F: -7.727 -6.426 -3.225  0.132
C: -9.174 -4.663 -2.902  -0.368
F: -10.252 -5.467 -2.938  0.159
F: -8.869 -4.332 -4.173  0.165
C: -9.575 -3.347 -2.174  -0.381
F: -10.841 -3.067 -2.573  0.138
F: -8.821 -2.312 -2.572  0.114
C: -9.640 -3.433 -0.639  -0.281
F: -8.403 -3.421 -0.097  0.099
F: -10.293 -2.326 -0.206  0.097
C: -1.637 -3.517 -3.912  -0.333
O: -1.618 -4.695 -4.194  0.092
H: -0.031 -5.152 -0.850  0.039
H: 1.234 -5.970 -1.737  0.034
H: -0.359 -5.890 -2.464  0.026
H: 2.988 -3.295 -1.652  0.034
H: 2.127 -1.841 -2.033  0.030
H: 1.669 -2.770 -0.593  0.045
H: 0.383 -0.948 -2.928  0.104
H: -4.963 -1.148 -3.982  0.069
H: -4.262 -0.520 -5.504  0.137
H: -3.330 1.434 -4.071  0.097
H: -5.051 1.301 -4.280  0.084
H: -3.824 0.102 -1.783  0.048
H: -4.328 1.829 -1.954  0.035
H: -3.804 -4.309 -5.148  0.130
H: -4.933 -3.018 -4.845  0.119
H: -3.961 -5.282 -3.157  0.130
H: -4.403 -3.791 -2.250  0.134
H: -6.115 -5.100 -1.374  0.148
H: -6.833 -3.589 -1.893  0.122
H: -10.213 -4.293 -0.289  0.177
C: 3.672 0.871 4.212  -0.080
C: 4.091 0.893 2.755  -0.264
O: 5.269 0.107 2.524  -0.176
P: 5.153 -1.490 2.439  0.471
O: 4.328 -1.868 1.279  -0.227
O: 6.677 -1.811 1.949  -0.217
C: 6.939 -2.715 0.874  -0.296
C: 7.316 -1.951 -0.377  -0.073
O: 5.439 -1.828 3.971  -0.187
C: 6.022 -3.098 4.343  -0.250
C: 7.420 -2.862 4.860  -0.067
H: 3.334 -0.124 4.509  0.069
H: 2.858 1.576 4.389  0.075
H: 4.511 1.133 4.857  0.082
H: 3.280 0.547 2.109  0.114
H: 4.341 1.908 2.456  0.099
H: 6.085 -3.367 0.691  0.103
H: 7.772 -3.349 1.190  0.116
H: 6.527 -1.252 -0.654  0.078
H: 7.492 -2.633 -1.210  0.077
H: 8.221 -1.367 -0.205  0.077
H: 6.017 -3.797 3.506  0.114
H: 5.398 -3.521 5.131  0.119
H: 8.057 -2.447 4.081  0.075
H: 7.859 -3.795 5.214  0.082
H: 7.404 -2.142 5.679  0.083
C: -0.747 7.667 1.582  -0.081
C: -0.212 6.340 2.085  -0.272
O: 1.221 6.296 2.062  -0.182
P: 2.056 7.038 3.215  0.471
O: 1.764 6.413 4.516  -0.220
O: 3.555 6.502 2.856  -0.216
C: 4.429 6.008 3.871  -0.290
C: 4.501 4.498 3.812  -0.077
O: 2.253 8.440 2.479  -0.189
C: 3.387 9.280 2.795  -0.251
C: 4.314 9.319 1.605  -0.067
H: -0.493 8.479 2.266  0.069
H: -1.832 7.628 1.484  0.078
H: -0.312 7.910 0.613  0.082
H: -0.574 6.128 3.095  0.112
H: -0.549 5.533 1.436  0.117
H: 4.119 6.345 4.859  0.106
H: 5.416 6.436 3.676  0.117
H: 3.508 4.060 3.920  0.073
H: 5.145 4.106 4.601  0.083
H: 4.893 4.176 2.846  0.074
H: 3.900 8.931 3.692  0.114
H: 3.001 10.278 3.001  0.119
H: 4.714 8.329 1.391  0.074
H: 5.144 10.001 1.789  0.082
H: 3.775 9.646 0.715  0.083

Computed properties:
SMILES: CP(C)C1=CC(=O)C(CCCI)=C(CCOCC(F)(F)C(F)(F)C(F)(F)C(F)F)C1=O.CCOP(=O)(OCC)OCC.CCOP(=O)(OCC)OCC

# 3
This record from the OMol25 dataset describes 6 unconnected molecules or ions with the total composition C30H50IN6O8PS2. The level of theory is ωB97M-V/def2-TZVPD.

Last column: Löwdin charge in e.
CARTESIAN COORDINATES (ANGSTROEM)
O: 3.268 -3.788 0.514  -0.403
P: 1.915 -3.385 1.295  0.715
O: 1.807 -4.570 2.615  -0.234
O: 0.476 -3.611 0.344  -0.304
C: 2.066 -1.679 2.146  -0.133
C: 3.323 -1.535 3.241  -0.027
C: 3.639 -0.162 4.098  -0.048
C: 2.601 1.101 3.860  -0.054
C: 1.371 0.960 2.784  -0.352
C: 1.047 -0.382 1.865  -0.105
N: -0.049 -0.517 0.846  -0.142
C: 0.412 -0.422 -0.582  -0.221
C: 1.692 0.555 -0.868  -0.227
C: 1.333 2.184 -0.736  -0.535
S: 2.767 3.041 0.110  0.611
C: -1.279 0.297 1.148  -0.176
C: -2.728 -0.342 0.617  -0.500
I: -2.746 -2.317 -0.405  0.788
C: -4.188 0.382 0.786  -0.084
C: -4.246 1.844 1.525  -0.051
C: -2.824 2.454 2.093  -0.069
C: -1.360 1.732 1.933  -0.377
S: 0.249 2.499 2.623  0.793
H: 0.839 -4.459 2.920  0.089
H: 0.823 -3.672 -0.616  0.085
H: 4.047 -2.451 3.432  0.104
H: 4.569 -0.152 4.818  0.092
H: 2.824 2.083 4.495  0.105
H: -0.500 0.038 -1.200  0.136
H: 0.645 -1.453 -1.107  0.106
H: 1.960 0.415 -2.024  0.121
H: 2.681 0.264 -0.293  0.106
H: 0.280 2.375 -0.261  0.063
H: 1.277 2.640 -1.838  0.083
H: 2.190 4.119 0.813  -0.113
H: -5.172 -0.112 0.357  0.075
H: -5.291 2.367 1.606  0.090
H: -2.892 3.517 2.633  0.094
C: 5.129 5.107 -3.229  -0.081
N: 4.788 5.598 -1.915  0.002
C: 5.092 6.806 -1.360  -0.539
C: 5.881 7.785 -2.184  -0.006
O: 4.720 7.064 -0.217  0.012
H: 4.200 4.870 -3.753  0.082
H: 5.715 4.192 -3.107  0.083
H: 5.701 5.831 -3.810  0.075
H: 4.256 4.995 -1.299  0.071
H: 6.044 8.700 -1.606  0.081
H: 6.855 7.360 -2.439  0.087
H: 5.328 8.043 -3.090  0.086
C: -6.639 -5.286 1.745  -0.075
N: -6.298 -4.108 0.985  -0.007
C: -6.788 -2.843 1.123  -0.537
C: -7.818 -2.595 2.190  -0.013
O: -6.384 -1.947 0.384  -0.034
H: -5.727 -5.663 2.214  0.083
H: -7.022 -6.038 1.050  0.083
H: -7.387 -5.086 2.513  0.074
H: -5.609 -4.194 0.246  0.078
H: -8.111 -1.541 2.176  0.083
H: -8.707 -3.203 2.000  0.084
H: -7.401 -2.825 3.173  0.084
C: 7.380 9.116 3.838  -0.085
N: 7.686 9.847 2.631  -0.005
C: 6.843 10.190 1.616  -0.548
C: 5.401 9.777 1.722  -0.018
O: 7.272 10.820 0.651  0.010
H: 7.631 9.751 4.691  0.081
H: 8.008 8.222 3.860  0.082
H: 6.331 8.825 3.895  0.077
H: 8.638 10.161 2.486  0.141
H: 4.856 10.122 0.838  0.087
H: 5.327 8.687 1.769  0.071
H: 4.946 10.229 2.607  0.083
C: 1.284 -7.289 -2.200  -0.073
N: -0.031 -7.801 -2.506  -0.001
C: -1.232 -7.396 -2.005  -0.548
C: -1.240 -6.275 -1.003  -0.020
O: -2.267 -7.945 -2.377  0.013
H: 1.732 -6.931 -3.130  0.085
H: 1.885 -8.113 -1.806  0.087
H: 1.257 -6.478 -1.472  0.071
H: -0.109 -8.559 -3.174  0.143
H: -2.269 -6.065 -0.697  0.080
H: -0.668 -6.561 -0.116  0.092
H: -0.822 -5.369 -1.451  0.065
C: -5.203 -5.580 -4.942  -0.076
N: -5.242 -5.258 -3.536  0.013
C: -6.320 -4.897 -2.782  -0.510
C: -7.660 -4.810 -3.458  -0.005
O: -6.176 -4.654 -1.585  0.010
H: -4.819 -6.598 -5.045  0.087
H: -4.514 -4.886 -5.429  0.084
H: -6.184 -5.511 -5.414  0.076
H: -4.377 -5.294 -3.009  0.137
H: -8.418 -4.511 -2.729  0.088
H: -7.630 -4.059 -4.253  0.087
H: -7.938 -5.785 -3.865  0.086

Computed properties:
SMILES: O=P(O)(O)c1cccc2c1N(CCCS)c1c(I)cccc1S2.CNC(C)=O.CNC(C)=O.CNC(C)=O.CNC(C)=O.CNC(C)=O

Orbital gap values (in eV) by entry order: 7.85, 6.58, 7.17.